Record 1
This record from the Open Molecules 2025 dataset describes a molecular structure, C33H26MnN4O6P. The level of theory is the ωB97M-V functional and the def2-TZVPD basis.

**Frontier orbital gap (spin up / spin down)**: 6.978 / 7.781 eV
**Energy above the lowest of the compared OMol25 structures with the same formula, charge and spin**: 0.000 eV
**Lowest unoccupied orbital energy (spin up / spin down)**: 2.59 / 2.59 eV
**Spin multiplicity**: 6
**Highest occupied orbital energy (spin up / spin down)**: -4.3851 / -5.1896 eV
**Calculated total energy**: -3436.22914 Eh
**Net charge**: -1

Element x y z (Å)
Mn (0.81085, 0.06334, -0.86333)
C (4.38616, -1.74051, -0.43793)
C (4.18951, -0.37909, -1.00511)
N (3.04398, 0.13445, -1.39694)
C (3.29661, 1.41772, -1.80451)
C (4.62824, 1.68029, -1.68396)
N (5.18000, 0.52369, -1.17919)
C (5.49299, 2.86028, -1.90771)
O (4.90588, 3.94284, -2.36116)
O (6.68291, 2.78241, -1.66492)
C (2.16389, 2.32047, -2.18063)
O (2.45586, 3.47647, -2.55278)
O (1.01074, 1.82906, -2.07773)
H (3.50681, -2.02165, 0.14150)
H (5.26526, -1.76743, 0.20569)
H (4.51470, -2.47880, -1.23069)
H (6.16055, 0.43268, -0.96310)
H (3.88894, 3.79750, -2.46827)
C (-6.22640, 1.27850, -2.34172)
C (-5.78708, 1.67427, -1.08811)
C (-4.50677, 1.34444, -0.65635)
C (-3.65028, 0.62190, -1.47836)
C (-4.09617, 0.24187, -2.74530)
C (-5.37500, 0.55770, -3.17180)
P (-1.93776, 0.13266, -1.03293)
C (-1.78833, 0.86822, 0.64513)
C (-1.36290, 2.19223, 0.70537)
C (-1.25248, 2.83880, 1.93076)
C (-1.52786, 2.15303, 3.10305)
C (-1.90960, 0.81526, 3.05333)
C (-2.04652, 0.17863, 1.83066)
C (-2.13676, -1.65333, -0.71116)
C (-3.33613, -2.18302, -0.30909)
C (-3.49882, -3.57545, -0.16265)
C (-2.46421, -4.41101, -0.47303)
C (-1.22150, -3.90159, -0.92004)
C (-0.17220, -4.77636, -1.30167)
C (1.00178, -4.26202, -1.76052)
C (1.19954, -2.85848, -1.79758)
C (0.25155, -1.94604, -1.39944)
C (-1.01679, -2.50015, -1.00651)
H (-7.22431, 1.53377, -2.67505)
H (-6.44202, 2.23895, -0.43642)
H (-4.17677, 1.65618, 0.32755)
H (-3.43088, -0.31132, -3.39869)
H (-5.70591, 0.24894, -4.15520)
H (-1.08266, 2.70868, -0.20829)
H (-0.91574, 3.86729, 1.96338)
H (-1.42274, 2.65051, 4.05974)
H (-2.09106, 0.26617, 3.96845)
H (-2.31325, -0.86948, 1.79219)
H (-4.18044, -1.52935, -0.11914)
H (-4.44723, -3.97445, 0.17545)
H (-2.58483, -5.48578, -0.38727)
H (-0.32664, -5.84748, -1.22894)
H (1.79925, -4.92822, -2.07389)
H (2.16899, -2.49987, -2.13649)
C (2.38806, 2.64504, 3.19817)
N (1.90416, 1.30286, 2.94165)
C (1.66617, 0.40442, 3.94760)
C (1.19556, -0.82112, 3.69541)
C (0.94631, -1.23561, 2.30585)
O (0.55262, -2.36284, 2.03880)
N (1.19448, -0.29389, 1.33377)
C (1.61505, 0.94680, 1.62912)
O (1.79596, 1.78381, 0.73163)
H (2.31248, 2.84414, 4.26676)
H (1.78607, 3.36201, 2.64537)
H (3.42558, 2.76054, 2.88103)
H (1.87365, 0.76184, 4.94890)
H (0.99698, -1.52630, 4.48730)

=====

Record 2
This record from the Open Molecules 2025 dataset describes C6H10O in the gas phase. The level of theory is the ωB97M-V functional and the def2-TZVPD basis.

**SMILES**: C#C[C@](C)(O)CC
**Frontier orbital gap**: 10.917 eV
**Energy above the lowest of the compared OMol25 structures with the same formula, charge and spin**: 1.494 eV
**Lowest unoccupied orbital energy**: 0.94 eV
**Highest occupied orbital energy**: -9.9759 eV
**Calculated total energy**: -309.78749 Eh

Element x y z (Å)
C (2.06035, 0.35206, -0.06382)
C (0.83195, -0.36737, -0.60952)
C (-0.42832, -0.19250, 0.25796)
C (-1.59299, -1.01761, -0.29290)
O (-0.17597, -0.61001, 1.59685)
C (-0.82685, 1.22704, 0.31036)
C (-1.20661, 2.36889, 0.28111)
H (2.93516, 0.16180, -0.69444)
H (2.28832, 0.01328, 0.95031)
H (1.89522, 1.43404, -0.02428)
H (1.02699, -1.44701, -0.68080)
H (0.60552, -0.01894, -1.62459)
H (-2.47821, -0.86014, 0.32792)
H (-1.83222, -0.75785, -1.32702)
H (-1.31956, -2.08104, -0.25342)
H (-0.21878, -1.57933, 1.58300)
H (-1.56400, 3.37467, 0.26326)

=====

Record 3
This record from the Open Molecules 2025 dataset describes 2 unconnected molecules or ions with the total composition C3H10N2O in a non-equilibrium geometry. The level of theory is the ωB97M-V functional and the def2-TZVPD basis.

**SMILES**: CN(C)O.C=N
**Frontier orbital gap**: 9.039 eV
**Energy above the lowest of the compared OMol25 structures with the same formula, charge and spin**: 5.293 eV
**Lowest unoccupied orbital energy**: 0.64 eV
**Highest occupied orbital energy**: -8.3990 eV
**Calculated total energy**: -304.88015 Eh

Element x y z (Å)
C (-1.18008, -0.73382, 0.78505)
C (-0.90493, 1.17510, -0.77844)
N (-0.40341, 0.37641, 0.30507)
O (0.70701, 1.00178, 1.25830)
H (0.36009, 1.44991, 2.04085)
H (-1.04114, -1.60180, 0.12714)
H (-2.24067, -0.49380, 0.77496)
H (-0.85490, -1.00789, 1.78751)
H (-0.30302, 2.07424, -0.89106)
H (-1.94163, 1.43980, -0.58142)
H (-0.90223, 0.57944, -1.70049)
C (1.63246, -0.64710, -0.97419)
N (1.69333, -1.62467, -0.13897)
H (1.52395, -1.33345, 0.82462)
H (1.63609, -0.92797, -2.02973)
H (2.21908, 0.27384, -0.80919)

=====

Record 4
This record from the Open Molecules 2025 dataset describes 2 unconnected molecules or ions with the total composition CH6NO in a non-equilibrium geometry. The level of theory is the ωB97M-V functional and the def2-TZVPD basis.

**Frontier orbital gap**: 6.607 eV
**Energy above the lowest of the compared OMol25 structures with the same formula, charge and spin**: 0.416 eV
**Lowest unoccupied orbital energy**: 5.10 eV
**Highest occupied orbital energy**: -1.5085 eV
**Calculated total energy**: -171.65429 Eh
**Net charge**: -1

Element x y z (Å)
O (1.22675, -1.76740, -0.45076)
H (1.55199, -2.07158, 0.38192)
C (-0.91705, 0.77333, -0.15545)
N (0.49713, 0.68986, 0.21502)
H (-1.65859, 0.75005, 0.66256)
H (-1.12805, -0.06079, -0.84284)
H (-1.09306, 1.70209, -0.74182)
H (0.62757, 0.78973, 1.21736)
H (0.89329, -0.80529, -0.28599)

=====

Record 5
This record from the Open Molecules 2025 dataset describes C5H6O2S in the gas phase in a non-equilibrium geometry. The level of theory is the ωB97M-V functional and the def2-TZVPD basis.

**SMILES**: O=CC1=C(O)CCS1
**Frontier orbital gap (spin up / spin down)**: 7.481 / 7.107 eV
**Energy above the lowest of the compared OMol25 structures with the same formula, charge and spin**: 2.935 eV
**Lowest unoccupied orbital energy (spin up / spin down)**: -0.13 / -0.49 eV
**Highest occupied orbital energy (spin up / spin down)**: -7.6134 / -7.5975 eV
**Calculated total energy**: -742.67703 Eh

Element x y z (Å)
C (0.54641, -0.41582, -0.93730)
C (-0.53795, 0.61278, -0.21297)
C (0.17145, -1.01600, -2.16094)
C (-0.27553, 0.76202, 1.33629)
C (0.90706, -0.16042, 1.70180)
O (0.64188, -1.95652, -2.71254)
O (-1.53451, 1.32838, -0.87858)
S (1.59641, -1.03668, 0.23702)
H (-0.79281, -0.56545, -2.58183)
H (0.01774, 1.80010, 1.54416)
H (-1.29171, 0.52853, 1.77095)
H (1.59096, 0.48041, 2.22771)
H (0.71922, -1.06566, 2.28843)
H (-1.75863, 0.70434, -1.62222)

=====

Record 6
This record from the Open Molecules 2025 dataset describes a molecular structure, C49H66CsN5P2S. The level of theory is the ωB97M-V functional and the def2-TZVPD basis.

**Frontier orbital gap**: 4.311 eV
**Energy above the lowest of the compared OMol25 structures with the same formula, charge and spin**: 0.293 eV
**Lowest unoccupied orbital energy**: 3.63 eV
**Highest occupied orbital energy**: -0.6793 eV
**Calculated total energy**: -3281.64181 Eh
**Net charge**: -2

Element x y z (Å)
Cs (0.03913, -0.06297, -0.16458)
C (2.93057, -0.54645, 2.72218)
C (3.79786, -1.05681, 1.57095)
C (5.19476, -1.40957, 2.07202)
P (3.62743, 0.14138, 0.14663)
C (4.85377, -0.49255, -1.12036)
C (6.34498, -0.16938, -1.04969)
C (4.32078, -0.08407, -2.49768)
C (4.26626, 1.68910, 0.89368)
C (5.57896, 1.87452, 1.32452)
C (6.01057, 2.98643, 2.03666)
C (7.45023, 3.15202, 2.44331)
C (5.04627, 3.94698, 2.34043)
C (3.73532, 3.80658, 1.94594)
C (3.28179, 2.68557, 1.19374)
N (2.03012, 2.57638, 0.69887)
C (0.96663, 3.21013, 1.26494)
C (0.75462, 3.35665, 2.65392)
C (-0.42108, 3.87753, 3.15430)
C (-1.45500, 4.28467, 2.31227)
C (-2.77828, 4.74617, 2.86142)
C (-1.24903, 4.16210, 0.94345)
C (-0.06945, 3.65747, 0.40188)
P (0.18936, 3.30113, -1.37329)
C (-1.24899, 4.18719, -2.17165)
C (-1.33845, 3.75065, -3.63558)
C (-1.29297, 5.71077, -2.07578)
C (1.60764, 4.39380, -1.93304)
C (2.80345, 3.53663, -2.34323)
C (2.02934, 5.49204, -0.96481)
H (3.00024, -1.22639, 3.57407)
H (1.87184, -0.48766, 2.45691)
H (3.26180, 0.44335, 3.04801)
H (3.33462, -1.97121, 1.17853)
H (5.69317, -0.53460, 2.49470)
H (5.82680, -1.82389, 1.28445)
H (5.12245, -2.16019, 2.86633)
H (4.72771, -1.57940, -1.02881)
H (6.51226, 0.90527, -1.14883)
H (6.86483, -0.66158, -1.87907)
H (6.81577, -0.49854, -0.12395)
H (4.32644, 1.00467, -2.60212)
H (3.29825, -0.43275, -2.64560)
H (4.94757, -0.49985, -3.29388)
H (6.30814, 1.10494, 1.11230)
H (7.96360, 2.18798, 2.46407)
H (7.53770, 3.59301, 3.43991)
H (8.00629, 3.79881, 1.75538)
H (5.33356, 4.83304, 2.90248)
H (3.02125, 4.58058, 2.19826)
H (1.51740, 2.99822, 3.33461)
H (-0.55845, 3.93185, 4.23063)
H (-2.65546, 5.24828, 3.82386)
H (-3.45865, 3.90286, 3.02189)
H (-3.27321, 5.44421, 2.18151)
H (-2.05632, 4.46172, 0.28418)
H (-2.12505, 3.77482, -1.66433)
H (-0.45708, 4.07625, -4.19799)
H (-2.21721, 4.18835, -4.12048)
H (-1.40704, 2.66534, -3.72317)
H (-0.47450, 6.16066, -2.64347)
H (-1.21517, 6.06403, -1.04743)
H (-2.22883, 6.09256, -2.49938)
H (1.21571, 4.86910, -2.84151)
H (3.18206, 2.98350, -1.48304)
H (3.60880, 4.16582, -2.73815)
H (2.52802, 2.80908, -3.10959)
H (2.48500, 5.05852, -0.07491)
H (1.18686, 6.10616, -0.64397)
H (2.77188, 6.14445, -1.43781)
N (0.07081, -4.05722, -3.95848)
C (-0.14412, -3.00948, -3.07934)
S (1.00871, -2.80733, -1.84306)
N (-1.23460, -2.32705, -3.41138)
N (-1.57508, -1.29376, -2.60699)
C (-2.57727, -0.61278, -3.05870)
C (-3.20975, -0.91851, -4.37732)
C (-2.59062, -0.53803, -5.56531)
C (-3.19331, -0.78883, -6.78768)
C (-4.42475, -1.43039, -6.84139)
C (-5.04560, -1.81849, -5.66348)
C (-4.44136, -1.56052, -4.43999)
C (-3.16527, 0.50934, -2.28603)
C (-4.12194, 1.34557, -2.88158)
C (-4.70807, 2.34767, -2.13033)
C (-4.33588, 2.50626, -0.80470)
C (-3.36143, 1.65356, -0.30317)
N (-2.79032, 0.69272, -1.01379)
H (0.67890, -4.77562, -3.60687)
H (-0.75229, -4.34616, -4.46489)
H (-1.62245, -0.05473, -5.51920)
H (-2.69711, -0.48881, -7.70309)
H (-4.89392, -1.62949, -7.79776)
H (-6.00330, -2.32485, -5.69462)
H (-4.92506, -1.86320, -3.51865)
H (-4.39501, 1.20638, -3.91771)
H (-5.44761, 2.99961, -2.58108)
H (-4.76833, 3.27002, -0.17143)
H (-3.01763, 1.75189, 0.72182)
C (-1.92994, -0.61298, 2.85724)
C (-2.33557, -1.67396, 2.01596)
C (-1.35475, -2.68681, 2.09828)
C (-0.35811, -2.26522, 3.00380)
C (-0.71046, -0.97841, 3.47208)
C (-0.00578, -0.15919, 4.51322)
C (0.80216, -3.10737, 3.44451)
C (-1.35707, -4.00230, 1.37686)
C (-3.62599, -1.77671, 1.25455)
C (-2.69215, 0.64200, 3.16321)
H (0.46861, 0.74472, 4.11067)
H (0.78227, -0.73080, 5.01126)
H (-0.69518, 0.18237, 5.29785)
H (1.57750, -3.22955, 2.67578)
H (0.48603, -4.12169, 3.72066)
H (1.29631, -2.68016, 4.32091)
H (-0.70862, -4.01299, 0.49240)
H (-2.35977, -4.26975, 1.02898)
H (-1.01680, -4.81881, 2.02719)
H (-3.56893, -1.41354, 0.22036)
H (-4.42874, -1.21260, 1.74372)
H (-3.96420, -2.81643, 1.20063)
H (-2.21501, 1.55216, 2.77391)
H (-2.79958, 0.80438, 4.24550)
H (-3.70536, 0.60400, 2.74961)

=====

Record 7
This record from the Open Molecules 2025 dataset describes a molecular structure, C2H5N3O2 in a non-equilibrium geometry. The level of theory is the ωB97M-V functional and the def2-TZVPD basis.

**Frontier orbital gap**: 9.339 eV
**Energy above the lowest of the compared OMol25 structures with the same formula, charge and spin**: 4.889 eV
**Lowest unoccupied orbital energy**: -0.12 eV
**Highest occupied orbital energy**: -9.4543 eV
**Calculated total energy**: -393.83961 Eh

Element x y z (Å)
C (-1.21901, -0.20823, -0.06828)
C (2.14528, -0.38616, -0.21705)
H (-3.08067, 0.96645, -0.01329)
H (-1.30069, 2.05313, -0.18485)
H (0.13649, 1.21219, 0.71128)
H (0.42251, -1.76065, 0.09230)
H (2.69817, -1.40551, -0.48007)
N (-2.05445, 0.96886, -0.27850)
N (0.01304, 0.07477, 0.66932)
N (0.94171, -0.78193, 0.21540)
O (-1.62565, -1.34170, -0.21989)
O (2.92327, 0.60879, -0.22637)

=====

Record 8
This record from the Open Molecules 2025 dataset describes a molecular structure, C2H6N4O2 in a non-equilibrium geometry. The level of theory is the ωB97M-V functional and the def2-TZVPD basis.

**Frontier orbital gap (spin up / spin down)**: 3.543 / 7.626 eV
**Lowest unoccupied orbital energy (spin up / spin down)**: -9.33 / -9.33 eV
**Spin multiplicity**: 3
**Highest occupied orbital energy (spin up / spin down)**: -12.8733 / -16.9565 eV
**Calculated total energy**: -448.28146 Eh
**Net charge**: +2

Element x y z (Å)
C (-1.66077, -1.31137, 1.40449)
C (-0.74874, 1.05435, 0.43287)
N (-1.24685, 1.76422, -0.48447)
N (-1.74228, -2.63011, 1.54092)
N (-1.66851, -0.57310, 0.33500)
N (5.68604, 1.65603, -2.21117)
O (5.19273, 2.18266, -3.00895)
O (6.18782, 1.13762, -1.38843)
H (-1.22927, -0.79421, 2.28920)
H (-2.08658, 1.74413, -1.15618)
H (-0.91254, 2.75689, -0.28839)
H (-1.60594, -3.15369, 2.41778)
H (-1.98465, -3.22280, 0.70086)
H (-2.18046, -0.61063, -0.58353)